ORCA calculation (ωB97M-V with the def2-TZVPD basis set) on 4 unconnected molecules or ions with the total composition C3H14O5 in a non-equilibrium geometry.

Geometry (Å):
C 0.58 1.48 0.12
O -0.68 1.68 -0.41
C 1.13 0.09 -0.13
C 2.13 -0.24 1.08
O 2.45 -1.56 1.01
H 1.22 2.32 -0.24
H 0.42 1.73 1.18
H -0.82 1.13 -1.22
H 0.31 -0.57 -0.33
H 1.83 0.08 -0.96
H 2.99 0.41 0.92
H 1.71 -0.02 2.05
H 3.18 -1.73 0.39
H -2.69 -0.24 -0.06
H -3.07 -1.51 -0.74
O -2.72 -0.63 -0.94
H -2.72 0.41 2.64
H -1.33 -0.18 2.56
O -2.25 -0.41 2.42
H -1.32 -0.41 -3.09
H 0.05 -1.31 -2.96
O -0.38 -0.51 -3.27

- F_max: 1.66 eV/A
- Lowest unoccupied orbital energy (alpha / beta): -3.1051 / -9.6664 eV
- E_tot: -13564.9217 eV
- Net charge: +1
- Kohn-Sham gap (alpha / beta): 11.843 / 5.217 eV
- Multiplicity: 2